Entry 1:
The following is a quantum chemistry calculation of a 2-piece molecular cluster, CHNOS overall at a distorted geometry, from the OMol25 dataset.

Results
E_LUMO (spin up / spin down) in eV: -0.84 / -0.87
SMILES: C#N.O=S
ΔE to the lowest compared entry with this formula, charge and spin in kcal/mol: 30.0
HOMO level (spin up / spin down) in eV: -8.46 / -8.48
Gap between HOMO and LUMO (spin up / spin down) in eV: 7.62 / 7.61

XYZ file:
```
5
CHNOS the ωB97M-V functional and the def2-TZVPD basis
C 1.3738 -0.2252 0.0767
N 0.5053 -0.9090 0.4585
O -1.9473 1.0903 -0.1586
S -2.0168 -0.3457 -0.0478
H 2.0851 0.3895 -0.3288
```

What are the natural (NBO) partial charges on each atom? They are as follows, in elementary charge units: atom 1 (C): 0.117, atom 2 (N): -0.345, atom 3 (O): -0.744, atom 4 (S): 0.749, atom 5 (H): 0.224



Entry 2:
The following is a quantum chemistry calculation of CHNOS2 as an isolated structure at a distorted geometry, from the OMol25 dataset.

Results
E_LUMO (spin up / spin down) in eV: -0.47 / -1.95
ΔE to the lowest compared entry with this formula, charge and spin in kcal/mol: 125.1
HOMO level (spin up / spin down) in eV: -9.16 / -9.86
Gap between HOMO and LUMO (spin up / spin down) in eV: 8.69 / 7.91

XYZ file:
```
6
CHNOS2 the ωB97M-V functional and the def2-TZVPD basis
C -1.1012 0.1836 -0.1198
N 0.7889 -0.4689 0.4491
O -0.0892 0.5802 0.7077
S -2.3316 1.1442 -0.5462
S -0.2147 -1.2070 -0.6573
H 2.9478 -0.2320 0.1665
```

Here are the natural (NBO) charges for atoms 1 to 5, given in e: atom 1 (C): -0.102, atom 2 (N): -0.220, atom 3 (O): -0.322, atom 4 (S): 0.092, atom 5 (S): 0.542



Entry 3:
The following is a quantum chemistry calculation of a 3-piece molecular cluster, CHNOS2 overall at a distorted geometry, from the OMol25 dataset.

Results
E_LUMO (spin up / spin down) in eV: -1.48 / -1.48
ΔE to the lowest compared entry with this formula, charge and spin in kcal/mol: 67.2
HOMO level (spin up / spin down) in eV: -9.12 / -9.11
Gap between HOMO and LUMO (spin up / spin down) in eV: 7.64 / 7.63

XYZ file:
```
6
CHNOS2 the ωB97M-V functional and the def2-TZVPD basis
C -3.8488 -2.9544 -0.0756
N -1.2257 4.7552 0.3297
O -3.4450 -3.8012 -0.7868
S -4.5050 -1.5867 0.2575
S -1.6203 3.4717 -0.3377
H -0.7840 1.8978 0.6304
```

Here are the natural (NBO) charges for atoms 1 to 5, given in e: atom 1 (C): 0.416, atom 2 (N): -0.580, atom 3 (O): -0.447, atom 4 (S): 0.030, atom 5 (S): 0.729



Entry 4:
The following is a quantum chemistry calculation of CHNP2S2 as an isolated structure at a distorted geometry, from the OMol25 dataset.

Results
E_LUMO (spin up / spin down) in eV: -2.98 / -3.38
ΔE to the lowest compared entry with this formula, charge and spin in kcal/mol: 48.9
HOMO level (spin up / spin down) in eV: -8.21 / -8.18
Gap between HOMO and LUMO (spin up / spin down) in eV: 5.23 / 4.80

XYZ file:
```
7
CHNP2S2 the ωB97M-V functional and the def2-TZVPD basis
C -1.2037 -1.3259 -0.0261
N -0.0716 -0.4449 -0.4793
P -1.9102 -2.5601 -0.9925
P -2.2287 -0.7975 1.2516
S -3.2332 -2.8104 0.5062
S -1.2945 -1.1042 2.9489
H 0.1742 0.1362 0.3440
```

Here are the natural (NBO) charges for atoms 1 to 5, given in e: atom 1 (C): -0.641, atom 2 (N): -0.404, atom 3 (P): 0.777, atom 4 (P): 0.649, atom 5 (S): -0.187



Entry 5:
The following is a quantum chemistry calculation of a 2-piece molecular cluster, CHO3PS overall at a distorted geometry, from the OMol25 dataset.

Results
E_LUMO (spin up / spin down) in eV: -1.83 / -1.83
ΔE to the lowest compared entry with this formula, charge and spin in kcal/mol: 118.9
HOMO level (spin up / spin down) in eV: -9.50 / -9.50
Gap between HOMO and LUMO (spin up / spin down) in eV: 7.67 / 7.68

XYZ file:
```
7
CHO3PS the ωB97M-V functional and the def2-TZVPD basis
C -1.3051 0.4185 0.0756
O -1.3167 -2.3792 0.5442
O 0.9940 1.6499 -0.2401
O 1.6202 -0.6275 -0.2821
P -1.0108 -1.1415 -0.1720
S 1.8488 0.6608 0.3076
H -0.8304 1.4190 -0.2332
```

Here are the natural (NBO) charges for atoms 1 to 5, given in e: atom 1 (C): -0.795, atom 2 (O): -0.980, atom 3 (O): -0.837, atom 4 (O): -0.842, atom 5 (P): 1.503



Entry 6:
The following is a quantum chemistry calculation of an isolated ion of composition CHO3PS2 and charge -2 at a distorted geometry, from the OMol25 dataset.

Results
E_LUMO in eV: 5.70
SMILES: O=[P@@]([O-])(O)C(=S)[S-]
ΔE to the lowest compared entry with this formula, charge and spin in kcal/mol: 34.5
Net charge: -2
HOMO level in eV: 0.31
Gap between HOMO and LUMO in eV: 5.39

XYZ file:
```
8
CHO3PS2 the ωB97M-V functional and the def2-TZVPD basis
C 0.0527 0.8037 0.7117
O 1.1022 -0.7050 -1.2287
O -1.4548 0.0982 -1.4799
O -0.6578 -1.6158 0.2412
P -0.4216 -0.3850 -0.5540
S -1.7250 1.7548 1.4550
S 1.5460 1.1681 1.2823
H 1.5582 -1.1190 -0.4274
```

Here are the natural (NBO) charges for atoms 1 to 5, given in e: atom 1 (C): -0.554, atom 2 (O): -1.037, atom 3 (O): -1.138, atom 4 (O): -1.190, atom 5 (P): 2.306



Entry 7:
The following is a quantum chemistry calculation of CHO3Rb as an isolated structure at a distorted geometry, from the OMol25 dataset.

Results
E_LUMO in eV: -0.23
ΔE to the lowest compared entry with this formula, charge and spin in kcal/mol: 59.5
HOMO level in eV: -9.23
Gap between HOMO and LUMO in eV: 9.00

XYZ file:
```
6
CHO3Rb the ωB97M-V functional and the def2-TZVPD basis
Rb -1.7170 0.9404 1.1426
O 1.1351 -0.0490 -0.9251
C 0.0174 -0.1032 -0.2061
O -1.0400 0.4430 -0.6394
O 0.0397 -0.5916 0.9300
H 1.5648 -0.6396 -0.3020
```

Here are the Mulliken charges for atoms 1 to 5, given in e: atom 1 (Rb): 0.857, atom 2 (O): -0.408, atom 3 (C): 0.948, atom 4 (O): -0.899, atom 5 (O): -0.817



Entry 8:
The following is a quantum chemistry calculation of an isolated ion of composition CHO3S2 and charge -1 at a distorted geometry, from the OMol25 dataset.

Results
E_LUMO in eV: 3.46
SMILES: O=S(=O)([O-])C=S
ΔE to the lowest compared entry with this formula, charge and spin in kcal/mol: 6.4
Net charge: -1
HOMO level in eV: -4.42
Gap between HOMO and LUMO in eV: 7.89

XYZ file:
```
7
CHO3S2 the ωB97M-V functional and the def2-TZVPD basis
C 1.0509 -0.2861 0.1965
O -1.5647 -0.8151 0.1446
O -0.7234 0.8545 -1.4348
O -1.0292 1.3997 0.9936
S 1.1764 -1.8147 -0.1363
S -0.7906 0.3870 -0.0488
H 1.8806 0.2748 0.2851
```

Here are the natural (NBO) charges for atoms 1 to 5, given in e: atom 1 (C): -0.547, atom 2 (O): -1.001, atom 3 (O): -1.002, atom 4 (O): -1.011, atom 5 (S): 0.046



Sequential calculated total energy output: -15422.941, -26254.463, -26256.973, -42788.254, -27314.981, -38156.017, -7849.460, -28866.647 eV